# C4H18N2O5

A 5-piece molecular cluster, C4H18N2O5 overall (ωB97M-V with the def2-TZVPD basis set, the Open Molecules 2025 dataset).

Its HOMO energy is -0.31956 hartree. As for the multiplicity: 1. The LUMO energy comes out at 0.0 eV. Its SMILES is C[C@@H](CN)NC=O.O.O.O.O.

Geometry (Å):
1 C -1.8510 0.3318 2.1097
2 N -1.5127 -0.7184 1.2525
3 C 0.0588 -1.6122 -0.3199
4 C -0.3643 -1.5462 1.0386
5 C 0.6445 -1.2427 2.1943
6 N 1.8314 -2.0242 1.9084
7 O -1.1078 0.6871 2.9882
8 H -2.8748 0.6819 1.9826
9 H -2.1081 -0.7332 0.4736
10 H 0.4859 -2.4913 -0.6639
11 H 0.8575 -1.0128 -0.6876
12 H -0.7088 -1.6018 -1.2132
13 H -0.7511 -2.5750 1.6403
14 H 0.7404 -0.1909 2.2106
15 H 0.2950 -1.4811 3.2274
16 H 1.6946 -2.9755 1.5934
17 H 2.7743 -1.8977 2.2352
18 H -2.8548 0.2431 -2.5060
19 H -1.6337 0.2732 -1.8041
20 O -2.5864 0.1398 -1.5434
21 H 2.3717 2.8341 -0.7286
22 H 1.1986 2.6945 0.1985
23 O 1.4551 3.1454 -0.5531
24 H -0.2659 1.3070 -3.9123
25 H 0.5436 1.4331 -2.6523
26 O -0.3027 1.0134 -2.9649
27 H 2.3968 0.1311 -3.7814
28 H 3.1564 0.8416 -2.7066
29 O 2.7321 1.0310 -3.5727

Forces on atoms 1 to 3 (eV/Å):
1.8 -2.4 -0.5
-1.6 2.3 0.1
-0.8 -0.2 -4.9

***

# C4H18NO3

A 4-piece molecular cluster, C4H18NO3 overall (ωB97M-V with the def2-TZVPD basis set, the Open Molecules 2025 dataset).

As for the expectation value of S²: 0.7506. Its HOMO energy (spin up / spin down) is -0.07941 / -0.40996 hartree. As for the multiplicity: 2. The LUMO energy (spin up / spin down) comes out at 0.3 / 0.2 eV.

Geometry (Å):
1 C -0.0722 0.3974 -2.1493
2 C 0.7932 -0.4737 -1.3396
3 N 0.7623 0.0921 0.2757
4 C 1.2807 1.5931 0.4459
5 C 0.4613 -1.9149 -1.2239
6 H -1.1870 0.3816 -1.9140
7 H -0.3585 -0.0034 -3.1330
8 H 0.2857 1.4121 -2.2337
9 H 1.8896 -0.4543 -1.7243
10 H -0.1776 -0.1406 0.5412
11 H 1.4897 -0.5801 0.6482
12 H 0.7809 2.1858 -0.3710
13 H 1.0759 1.8523 1.5370
14 H 2.5077 1.4841 0.4293
15 H -0.7114 -1.9116 -1.1557
16 H 0.6931 -2.5355 -0.4940
17 H 0.6368 -2.3971 -2.2102
18 H 4.4934 1.6531 1.7961
19 H 4.9190 0.4760 1.7263
20 O 4.0822 0.7335 1.9486
21 H -5.4196 -0.4526 1.1105
22 H -5.1435 -1.3896 -0.0961
23 O -4.7509 -0.6250 0.4776
24 H -2.7101 -0.5710 1.0725
25 H -2.2653 0.9120 0.5750
26 O -1.9454 0.1193 1.0198

Forces on atoms 1 to 3 (eV/Å):
-3.2 -0.2 -1.0
2.9 0.6 2.2
3.2 0.5 -3.7

***

# C4H18NO3

A 4-piece molecular cluster, C4H18NO3 overall (ωB97M-V with the def2-TZVPD basis set, the Open Molecules 2025 dataset).

As for the net charge: +1. Its HOMO energy is -0.54345 hartree. As for the multiplicity: 1. The LUMO energy comes out at -2.5 eV.

Geometry (Å):
1 C 0.2383 1.9241 -1.1481
2 C 1.3034 1.0415 -0.4997
3 N 0.6672 0.1068 0.6069
4 C 0.4422 0.8466 1.9412
5 C 1.9688 0.1710 -1.5752
6 H -0.7288 1.3563 -1.4525
7 H 0.5293 2.5412 -2.0060
8 H -0.2103 2.7031 -0.5244
9 H 2.0785 1.7058 0.0408
10 H -0.1846 -0.3843 0.3392
11 H 1.3343 -0.6833 0.7633
12 H -0.5965 1.3444 1.8667
13 H 0.1896 0.0531 2.7441
14 H 1.1469 1.4728 2.4222
15 H 1.4404 -0.7711 -1.7830
16 H 2.9849 -0.2432 -1.3019
17 H 1.9581 0.6519 -2.5678
18 H 0.2018 -2.4912 2.4363
19 H 1.5498 -1.7792 3.1579
20 O 1.0088 -1.9561 2.4004
21 H -3.3401 -0.8185 -2.7346
22 H -3.1225 -2.2271 -2.2731
23 O -3.2672 -1.3809 -1.9162
24 H -2.7825 -1.0707 1.0902
25 H -2.6380 -1.0784 -0.4538
26 O -2.1718 -1.0343 0.4270

Forces on atoms 1 to 3 (eV/Å):
-2.8 0.0 0.0
0.2 0.4 0.1
2.7 1.5 0.8

***

# C4H18NO3

A 4-piece molecular cluster, C4H18NO3 overall (ωB97M-V with the def2-TZVPD basis set, the Open Molecules 2025 dataset).

As for the net charge: +1. Its HOMO energy is -0.53677 hartree. As for the multiplicity: 1. The LUMO energy comes out at -3.0 eV.

Geometry (Å):
1 C 1.1948 1.5240 -0.7851
2 C 1.3380 0.2791 0.0821
3 N 0.0759 0.1696 0.9543
4 C 0.0423 1.3490 1.8948
5 C 1.2425 -0.9929 -0.7789
6 H 0.1778 1.8155 -1.0277
7 H 1.6566 1.3699 -1.7616
8 H 1.6840 2.3871 -0.3351
9 H 2.2310 0.2620 0.6961
10 H -0.8176 0.0872 0.4792
11 H 0.2522 -0.6428 1.5548
12 H 0.0379 2.2256 1.2699
13 H -0.6495 1.1849 2.7164
14 H 0.9866 1.3487 2.4428
15 H 0.4049 -1.6517 -0.5260
16 H 2.0659 -1.6857 -0.5759
17 H 1.2361 -0.8034 -1.8504
18 H -1.6655 -2.1622 2.4895
19 H -0.4747 -3.0380 2.0336
20 O -0.7508 -2.1680 2.3353
21 H -0.8303 -0.1139 -4.3885
22 H -0.6477 0.8378 -3.2044
23 O -0.1680 0.3403 -3.8734
24 H -3.4524 -0.3166 0.4521
25 H -2.6221 -1.0141 -0.5790
26 O -2.5478 -0.5913 0.2848

Forces on atoms 1 to 3 (eV/Å):
1.0 0.5 -0.2
-2.5 -0.9 -1.8
2.7 1.4 2.3

***

# C4H18O5

A 5-piece molecular cluster, C4H18O5 overall (ωB97M-V with the def2-TZVPD basis set, the Open Molecules 2025 dataset).

Its HOMO energy is -0.34809 hartree. As for the multiplicity: 1. The LUMO energy comes out at 0.0 eV. Its SMILES is CCO.CCO.O.O.O.

Geometry (Å):
1 O 1.5966 -1.0087 0.1516
2 H 1.8766 -0.1360 -0.1514
3 H 2.4112 -1.5203 0.1332
4 O 3.7232 1.0211 0.1639
5 H 3.9536 1.3418 1.0405
6 H 4.0550 0.1144 0.1443
7 O 4.3436 -2.0682 -0.1503
8 H 5.0466 -2.0884 -0.8064
9 H 4.5331 -2.7976 0.4475
10 C -0.6646 0.7844 -2.1034
11 C -1.3556 2.0862 -1.7844
12 O -1.7596 2.1963 -0.4454
13 H -0.1912 0.8241 -3.0862
14 H -1.3680 -0.0521 -2.0975
15 H 0.1176 0.5540 -1.3787
16 H -2.1981 2.2045 -2.4830
17 H -0.6872 2.9266 -2.0069
18 H -1.7253 1.3393 -0.0048
19 C -3.3689 -0.3212 1.4466
20 C -2.0492 -1.0193 1.7278
21 O -0.9871 -0.0878 1.6102
22 H -3.6450 0.2995 2.3031
23 H -4.1770 -1.0411 1.3126
24 H -3.3365 0.3117 0.5629
25 H -1.9068 -1.8564 1.0309
26 H -2.0844 -1.4412 2.7395
27 H -0.1527 -0.5656 1.6838

Forces on atoms 1 to 3 (eV/Å):
-0.2 0.0 0.1
0.0 0.1 0.2
0.0 -0.1 -0.1

***

# C4H19N2O5

C4H19N2O5 as an isolated structure (ωB97M-V with the def2-TZVPD basis set, the Open Molecules 2025 dataset).

As for the net charge: -1. Its HOMO energy is -0.18907 hartree. As for the multiplicity: 1. The LUMO energy comes out at 3.3 eV.

Geometry (Å):
1 C 1.0632 -0.4253 1.5027
2 C -0.4769 -0.1875 1.8383
3 C -1.0611 -1.5208 1.9221
4 N -1.2281 -2.2464 0.5957
5 N 1.5305 -0.3607 0.0230
6 C 1.4575 0.8572 -0.7776
7 O 0.4602 0.9598 -1.6814
8 H 1.6999 0.1126 2.1529
9 H 1.2899 -1.3724 1.6831
10 H -1.0268 0.6104 1.0902
11 H -0.7080 0.2554 2.8531
12 H -0.4353 -2.1590 2.5223
13 H -2.0635 -1.5945 2.4627
14 H -1.1129 -1.5879 -0.2223
15 H -0.4921 -3.0736 0.6059
16 H 0.8607 -0.9411 -0.6020
17 H 1.2481 1.6514 0.0345
18 H 2.3683 1.2713 -1.3049
19 H -0.1437 0.0096 -1.8388
20 H -1.6421 -0.3040 -2.6372
21 O -1.0812 -0.7916 -2.2165
22 H 0.3799 0.6484 -3.7197
23 H 0.0523 -0.7605 -3.8855
24 O 0.1273 0.0897 -4.4244
25 H 0.9213 2.5379 1.7865
26 H 1.2387 1.7219 3.0405
27 O 1.5009 2.3681 2.5947
28 H -1.4406 0.6367 -1.2768
29 H -1.3179 2.1262 -1.2147
30 O -1.9683 1.4688 -0.9066

Forces on atoms 1 to 3 (eV/Å):
-1.9 3.6 -3.2
0.1 3.1 -0.8
-3.0 -2.6 -1.1

***

# C4H19N2O5S

A 5-piece molecular cluster, C4H19N2O5S overall (ωB97M-V with the def2-TZVPD basis set, the Open Molecules 2025 dataset).

As for the net charge: +1. Its HOMO energy is -0.43857 hartree. As for the multiplicity: 1. The LUMO energy comes out at -3.1 eV.

Geometry (Å):
1 O -2.5053 0.7396 2.3526
2 C -1.7814 0.9030 1.4002
3 N -0.5929 1.4747 1.5943
4 C 0.2885 1.6945 0.4024
5 C 1.3708 0.4863 0.1258
6 S 0.5840 -1.0628 0.7331
7 C -2.4319 0.5261 0.0290
8 N -3.3473 -0.7161 0.2092
9 H -0.3579 1.7335 2.5588
10 H -0.1639 1.6300 -0.5384
11 H 0.8925 2.5810 0.4448
12 H 1.7084 0.2854 -0.9575
13 H 2.1722 0.4097 0.9417
14 H 0.7078 -1.8937 -0.2425
15 H -1.6929 0.5175 -0.8329
16 H -3.0441 1.3504 -0.1631
17 H -2.6821 -1.5937 0.2112
18 H -3.9301 -0.6082 1.1367
19 H -3.9933 -0.8296 -0.5690
20 H 2.6540 -1.0029 -2.6379
21 H 3.0575 0.0549 -3.5683
22 O 2.4135 -0.1325 -2.9556
23 H -0.9663 -0.4702 -2.6764
24 H -0.5111 0.6737 -3.5043
25 O -1.1571 0.4641 -2.7583
26 H 3.2288 -3.4713 -1.7562
27 H 3.3053 -3.0805 -0.2286
28 O 2.9040 -2.8164 -1.1359
29 H 0.9124 0.9377 4.8255
30 H 1.9270 0.4597 3.6502
31 O 1.0309 0.7560 3.9097

Forces on atoms 1 to 3 (eV/Å):
-1.5 -0.8 1.0
-0.7 -0.3 0.5
1.1 0.6 -3.4

***

# C4H19N2SiTi

C4H19N2SiTi as an isolated structure (ωB97M-V with the def2-TZVPD basis set, the Open Molecules 2025 dataset).

As for the net charge: +1. Its HOMO energy is -0.44888 hartree. As for the multiplicity: 1. The LUMO energy comes out at -3.7 eV.

Geometry (Å):
1 C -0.8633 1.5257 -1.8005
2 Ti 0.7027 0.8774 -0.9069
3 N 2.2640 1.3003 0.5846
4 N 1.5466 -0.5628 -2.3448
5 H 2.3704 0.5132 1.1929
6 H 0.4756 2.1819 0.0234
7 H -1.7169 1.8564 -1.2052
8 H -1.0117 0.4702 -2.1860
9 H -0.6154 2.2781 -2.5440
10 H 1.6901 -1.4674 -1.9119
11 H 2.4667 -0.2602 -2.7057
12 H 0.9252 -0.7369 -3.1779
13 H 3.1779 1.5075 0.2019
14 H 1.9944 2.1261 1.1822
15 C 0.0777 -2.1936 0.9037
16 Si -0.6445 -0.4670 0.6260
17 C -2.4767 -0.7185 0.2323
18 C -0.6104 0.3281 2.3461
19 H 0.1578 -2.7513 -0.0425
20 H -0.6023 -2.7373 1.5805
21 H 1.0758 -2.1379 1.3652
22 H -2.9360 -1.2087 1.1037
23 H -2.9892 0.2377 0.0381
24 H -2.5962 -1.3652 -0.6507
25 H -1.3732 -0.1923 2.9465
26 H 0.3671 0.1973 2.8348
27 H -0.8562 1.3992 2.3140

Forces on atoms 1 to 3 (eV/Å):
-1.3 0.2 0.2
1.0 -0.1 0.4
0.3 1.3 0.6

***

# C4H19N8O5

A 5-piece molecular cluster, C4H19N8O5 overall (ωB97M-V with the def2-TZVPD basis set, the Open Molecules 2025 dataset).

As for the net charge: +1. Its HOMO energy is -0.45607 hartree. As for the multiplicity: 1. The LUMO energy comes out at -2.1 eV.

Geometry (Å):
1 O 1.1922 -0.5022 -0.1643
2 H 0.9126 -0.7426 -1.0821
3 H 0.4221 -0.2680 0.4087
4 H 1.8191 0.2814 -0.1731
5 C 3.3687 1.8226 0.3889
6 O 2.9535 1.3076 -0.6633
7 N 4.6752 1.7830 0.7418
8 N 2.5540 2.5303 1.2225
9 H 5.2940 1.2781 0.1336
10 H 5.0275 2.1895 1.5883
11 H 2.9585 2.9625 2.0338
12 H 1.5634 2.5622 1.0831
13 C -0.7929 -1.8137 -3.0131
14 O -0.2106 -1.6988 -1.9340
15 N -1.6608 -0.8684 -3.4778
16 N -0.6352 -2.9011 -3.7957
17 H -1.9642 -0.1263 -2.8709
18 H -2.3931 -1.1659 -4.1036
19 H 0.0876 -3.5620 -3.5750
20 H -1.0904 -3.0056 -4.6843
21 C -0.1010 -1.3307 2.9806
22 O 0.8473 -0.7311 2.4889
23 N -0.1051 -2.6991 3.2305
24 N -1.3072 -0.7387 3.2271
25 H -0.9278 -3.1504 2.8645
26 H 0.7788 -3.1238 2.9998
27 H -1.4498 0.2084 2.9302
28 H -1.9421 -1.1504 3.8873
29 C -2.0814 1.3173 -0.1610
30 O -1.1375 0.6883 0.3070
31 N -3.3481 0.7946 -0.1677
32 N -1.9561 2.5480 -0.7060
33 H -3.4504 -0.1456 0.1667
34 H -4.1402 1.4064 -0.2413
35 H -1.0450 2.9621 -0.7820
36 H -2.7154 3.0821 -1.0880

Forces on atoms 1 to 3 (eV/Å):
0.4 0.0 0.4
-0.7 -0.3 0.0
-0.1 -0.2 -0.3

***

Table of E (Ha), in record order: -648.83013, -443.43496, -443.41297, -443.43227, -539.37490, -649.41397, -1047.42189, -1411.96037, -978.03077